ORCA calculation (ωB97M-V/def2-TZVPD) on 4 unconnected molecules or ions with the total composition C26H30F24NO8P.

Geometry as XYZ:
```
90
Properties=species:S:1:pos:R:3:forces:R:3:lowdin_charge:R:1
C 1.901 4.678 -0.525 0.0 0.0 -0.1 -0.08
C 2.481 5.011 -1.897 -0.2 0.0 0.0 -0.27
O 3.013 3.869 -2.549 0.0 0.1 0.0 -0.15
C 2.167 3.313 -3.536 0.0 0.0 0.0 -0.23
C 0.918 2.653 -2.964 0.0 0.0 0.1 -0.19
C 0.326 1.587 -3.882 -0.1 0.1 -0.1 -0.19
C -0.873 0.879 -3.226 0.0 -0.1 0.0 -0.16
C -2.158 0.834 -4.092 -0.1 0.0 -0.1 -0.12
C -3.283 1.549 -3.433 -0.1 0.0 -0.1 -0.13
C -3.635 2.838 -3.456 0.1 0.0 0.1 -0.19
P -2.772 4.190 -4.360 0.0 0.2 0.0 0.85
N -4.048 5.242 -4.720 -0.1 -0.4 0.1 -0.16
O -2.064 4.905 -3.057 -0.1 -0.1 -0.1 -0.30
C -4.804 2.993 -2.554 -0.2 -0.2 -0.1 -0.43
O -5.430 3.966 -2.276 0.0 0.3 0.1 0.15
O -5.149 1.752 -2.035 0.2 0.1 0.0 0.13
C -4.219 0.844 -2.499 0.2 0.1 0.0 -0.40
O -4.199 -0.281 -2.124 0.0 -0.3 0.0 0.19
H 0.873 4.317 -0.589 0.0 0.0 0.0 0.05
H 1.911 5.563 0.114 0.0 0.0 0.0 0.07
H 2.504 3.895 -0.063 0.0 0.1 0.1 0.08
H 1.711 5.472 -2.530 0.1 0.0 0.0 0.12
H 3.294 5.734 -1.800 0.0 -0.1 0.0 0.11
H 2.774 2.573 -4.063 0.0 0.0 0.0 0.12
H 1.892 4.098 -4.255 0.0 -0.1 -0.1 0.13
H 0.145 3.407 -2.769 0.1 -0.1 0.1 0.09
H 1.183 2.205 -2.001 0.0 0.0 -0.1 0.12
H 0.007 2.058 -4.819 0.1 0.0 0.0 0.11
H 1.100 0.859 -4.142 0.0 0.0 0.0 0.12
H -0.602 -0.141 -2.957 0.0 0.0 0.0 0.10
H -1.092 1.389 -2.286 0.0 -0.1 0.0 0.09
H -2.460 -0.199 -4.267 0.0 0.0 0.0 0.12
H -1.978 1.306 -5.060 0.0 -0.1 0.0 0.11
H -4.848 5.239 -4.097 0.0 0.1 0.0 0.03
H -4.336 5.225 -5.688 0.1 0.1 0.0 0.03
H -2.685 5.136 -2.355 0.0 0.0 0.0 0.05
F -3.025 2.983 4.056 0.0 0.0 0.1 0.10
C -3.517 4.232 4.197 0.0 0.0 0.0 -0.31
F -4.365 4.244 5.246 0.0 0.0 0.0 0.10
C -4.285 4.644 2.936 0.0 0.0 0.1 -0.44
F -5.356 3.850 2.772 0.0 0.0 0.0 0.15
F -4.720 5.916 3.193 0.0 0.0 0.0 0.10
C -3.481 4.739 1.635 0.1 0.2 -0.2 -0.03
O -3.583 3.613 0.786 -0.3 -0.2 0.2 0.05
C -2.691 2.587 0.843 0.0 0.1 -0.1 -0.54
F -1.747 2.766 1.778 0.0 0.0 -0.1 0.16
F -2.061 2.523 -0.364 0.1 0.0 0.0 0.13
C -3.413 1.243 1.014 -0.1 0.1 -0.1 -0.27
F -4.102 1.228 2.167 0.1 0.0 0.1 0.12
F -2.479 0.259 1.055 0.0 0.0 0.0 0.09
H -2.695 4.926 4.393 0.0 0.0 0.0 0.17
H -3.939 5.556 1.079 0.0 0.0 0.0 0.15
H -2.443 5.003 1.839 0.0 0.0 0.1 0.15
H -4.091 1.077 0.176 0.0 -0.1 0.0 0.15
F -0.393 -2.648 -0.893 0.0 0.0 -0.1 0.10
C -0.095 -1.714 0.034 0.0 0.0 0.1 -0.30
F 0.491 -0.667 -0.592 0.0 0.0 0.0 0.10
C 0.890 -2.275 1.062 0.0 0.1 0.0 -0.44
F 2.059 -2.589 0.462 0.0 0.0 0.0 0.13
F 1.119 -1.242 1.926 0.0 0.0 0.0 0.11
C 0.411 -3.443 1.930 -0.1 0.0 0.4 -0.04
O 0.838 -4.723 1.495 0.2 0.1 -0.3 0.03
C 0.055 -5.512 0.702 0.0 -0.1 0.1 -0.55
F -1.122 -4.938 0.410 0.0 0.0 0.0 0.16
F -0.205 -6.656 1.383 -0.1 0.0 0.0 0.14
C 0.804 -5.933 -0.572 0.0 0.0 0.1 -0.29
F 1.151 -4.845 -1.285 0.0 0.0 0.0 0.10
F -0.013 -6.700 -1.322 0.0 0.0 0.0 0.11
H -1.010 -1.373 0.522 0.0 0.0 0.0 0.15
H 0.905 -3.292 2.887 -0.1 0.0 0.0 0.13
H -0.665 -3.404 2.093 0.0 0.0 -0.1 0.15
H 1.699 -6.500 -0.308 0.0 0.0 0.0 0.17
F 6.143 -4.488 2.207 0.0 0.1 0.0 0.10
C 5.100 -3.643 2.349 -0.1 0.0 0.0 -0.30
F 5.574 -2.437 2.728 0.0 0.0 0.0 0.11
C 4.149 -4.159 3.435 0.0 0.0 0.0 -0.43
F 4.765 -4.163 4.629 0.0 0.0 0.0 0.15
F 3.143 -3.224 3.480 0.0 0.0 0.1 0.09
C 3.457 -5.501 3.177 -0.4 -0.1 -0.1 -0.04
O 4.026 -6.614 3.831 0.3 0.2 0.2 0.06
C 4.958 -7.400 3.225 -0.1 -0.2 -0.1 -0.55
F 5.240 -6.989 1.975 0.0 -0.1 0.0 0.15
F 4.455 -8.656 3.132 0.0 0.0 -0.1 0.14
C 6.234 -7.502 4.074 0.0 0.0 0.0 -0.29
F 6.777 -6.281 4.233 0.0 0.0 0.0 0.10
F 7.123 -8.288 3.429 0.0 0.0 0.0 0.10
H 4.576 -3.539 1.396 0.0 0.0 0.0 0.17
H 2.465 -5.400 3.615 0.0 0.0 0.0 0.15
H 3.325 -5.671 2.109 0.1 0.1 0.0 0.14
H 5.999 -7.933 5.049 0.0 0.0 0.0 0.18
```
Positions in Å, forces in eV/Å.

Properties
* net charge: 0
* HOMO level: -9.57 eV
* F_max: 0.451 eV/A
* total energy: -4403.6194 hartree


ORCA calculation (ωB97M-V/def2-TZVPD) on a molecular structure, C26H30FN7O4RuS2.

Geometry as XYZ:
```
71
Properties=species:S:1:pos:R:3:forces:R:3:lowdin_spin:R:1
Ru 0.061 0.348 -0.163 0.2 0.3 -0.1 0.70
F -2.185 0.386 6.372 0.0 0.0 0.0 0.00
C -0.928 0.183 5.917 0.0 0.0 0.0 0.00
C -0.662 0.422 4.600 0.0 0.0 0.0 0.00
C 0.633 0.266 4.105 0.0 0.0 0.1 0.00
C 0.893 0.508 2.684 0.1 -0.1 -0.1 0.00
O -0.067 0.824 1.947 0.0 0.1 -0.1 0.00
C 2.246 0.343 2.264 0.0 0.0 0.0 0.00
C 3.178 -0.037 3.183 0.0 0.0 0.0 0.00
N 2.928 -0.322 4.478 0.0 0.0 -0.1 0.00
C 4.014 -0.725 5.343 0.0 -0.1 0.0 0.00
C 4.033 -2.133 5.872 0.0 0.0 0.0 0.00
C 5.015 -1.708 4.823 0.0 0.0 0.0 0.00
C 1.648 -0.151 4.975 0.0 0.0 0.0 0.00
C 1.347 -0.411 6.316 -0.1 0.0 0.0 0.00
C 0.063 -0.251 6.808 0.1 0.0 0.0 0.00
N -0.189 -0.559 8.168 0.0 0.0 0.0 0.00
C -1.541 -0.826 8.639 0.0 0.0 0.0 0.00
C -1.437 -1.430 10.050 0.0 0.0 0.0 0.00
N -0.074 -2.042 10.190 0.0 0.0 0.0 0.00
C 0.985 -0.968 10.239 0.0 0.0 0.0 0.00
C 0.610 0.091 9.193 0.0 0.0 0.0 0.00
C 2.806 0.610 0.878 0.1 -0.1 -0.1 0.00
O 4.011 0.710 0.771 0.0 0.1 0.0 0.01
O 1.993 0.722 -0.127 -0.2 -0.1 0.1 0.03
H -1.449 0.750 3.933 0.0 0.0 0.0 0.00
H 4.204 -0.125 2.855 0.0 0.0 0.0 0.00
H 4.376 0.070 5.985 0.0 0.0 0.0 0.00
H 3.231 -2.784 5.551 0.0 0.0 0.0 0.00
H 4.389 -2.289 6.881 0.0 0.0 0.0 0.00
H 4.867 -2.098 3.826 0.0 0.0 0.0 0.00
H 6.046 -1.554 5.104 0.0 0.0 0.0 0.00
H 2.123 -0.780 6.972 0.0 0.0 0.0 0.00
H -2.020 -1.532 7.962 0.0 0.0 0.0 0.00
H -2.172 0.065 8.697 0.0 0.0 0.0 0.00
H -2.185 -2.199 10.225 0.0 0.0 0.0 0.00
H -1.514 -0.680 10.835 0.0 0.0 0.0 0.00
H 0.102 -2.611 9.359 0.0 0.0 0.0 0.00
H -0.017 -2.647 11.008 0.0 0.0 0.0 0.00
H 1.934 -1.454 10.023 0.0 0.0 0.0 0.00
H 1.003 -0.574 11.253 0.0 0.0 0.0 0.00
H 1.512 0.517 8.765 0.0 0.0 0.0 0.00
H 0.057 0.915 9.662 0.0 0.0 0.0 0.00
S 0.037 -0.331 -2.341 -0.1 -0.2 0.1 0.09
C -0.008 -2.058 -2.203 0.1 0.2 0.2 0.02
C -0.108 -2.802 -3.416 0.0 -0.1 -0.2 0.00
N -0.206 -3.390 -4.399 0.0 0.0 0.0 0.00
C 0.047 -2.687 -1.002 0.0 0.4 0.1 0.00
S 0.135 -1.742 0.468 -0.1 -0.3 -0.1 0.12
C 0.037 -4.097 -0.835 0.1 -0.2 0.0 0.00
N 0.048 -5.232 -0.647 -0.1 0.0 0.0 -0.01
C -5.244 1.001 0.350 0.0 0.0 -0.1 0.00
N -3.794 0.857 0.431 0.0 0.1 0.2 0.00
C -3.291 -0.508 0.606 0.0 0.0 0.1 0.00
C -2.886 1.764 -0.010 0.0 -0.2 -0.1 0.01
O -1.758 1.345 -0.372 0.0 0.0 0.1 0.02
N -3.124 3.093 -0.092 0.0 0.0 -0.2 0.00
C -4.298 3.836 0.333 0.0 0.0 0.1 0.00
C -2.184 3.937 -0.826 0.0 0.0 0.0 0.00
H -5.673 0.003 0.303 0.0 0.0 -0.1 0.00
H -5.547 1.525 -0.556 0.0 0.1 0.0 0.00
H -5.673 1.495 1.222 0.0 0.0 0.0 0.00
H -4.051 -1.086 1.123 0.0 0.0 0.0 0.00
H -2.387 -0.508 1.211 0.0 0.0 0.0 0.00
H -3.063 -0.983 -0.351 0.0 0.0 0.0 0.00
H -4.950 3.264 0.974 0.0 -0.1 0.1 0.00
H -4.865 4.189 -0.532 0.0 0.0 0.0 0.00
H -3.966 4.708 0.897 0.0 0.0 0.0 0.00
H -1.247 3.422 -0.990 0.0 0.0 0.0 0.00
H -2.001 4.842 -0.248 0.0 0.0 0.0 0.00
H -2.608 4.222 -1.792 0.0 0.0 0.0 0.00
```
Positions in Å, forces in eV/Å.

Properties
* net charge: +1
* expectation value of S²: 0.76
* HOMO level (alpha / beta): -8.68 / -9.25 eV
* F_max: 0.440 eV/A
* energy above the lowest of the compared OMol25 structures with the same formula, charge and spin: 40.09 kJ/mol
* total energy: -2683.8946 hartree
* multiplicity: 2


ORCA calculation (ωB97M-V/def2-TZVPD) on a molecular structure, C26H30IN6O6S2Zr.

Geometry as XYZ:
```
72
Properties=species:S:1:pos:R:3:forces:R:3:lowdin_charge:R:1
Zr -0.083 -0.447 -0.458 -0.1 0.0 -0.1 1.47
O -2.566 -2.536 -2.273 0.0 0.0 0.0 -0.29
S -1.829 -2.546 -1.046 0.1 0.0 -0.1 0.36
O -2.097 -3.593 -0.100 0.0 0.0 0.0 -0.28
O -2.016 -1.182 -0.305 0.1 0.0 0.0 -0.48
O -0.324 -2.413 -1.311 -0.1 0.1 0.1 -0.47
N -0.945 -2.501 2.377 0.0 0.0 0.0 0.22
C 0.366 -2.239 2.354 0.0 -0.1 0.1 -0.41
N 1.064 -2.471 3.460 0.0 0.0 0.0 0.19
C 2.382 -2.353 3.348 0.0 0.0 0.0 -0.42
N 3.130 -2.498 4.440 0.0 0.0 0.0 0.20
N 3.040 -2.125 2.182 0.0 0.0 0.0 0.20
C 2.265 -1.819 1.180 0.1 0.0 0.0 -0.26
N 0.919 -1.747 1.205 0.1 0.0 0.1 0.06
C 2.903 -1.540 -0.131 0.0 0.0 -0.1 -0.19
C 4.231 -1.842 -0.369 0.0 0.0 0.0 0.03
C 4.749 -1.586 -1.628 0.0 0.0 0.0 -0.01
C 3.929 -1.022 -2.592 0.0 0.0 0.0 -0.01
C 2.616 -0.737 -2.268 0.0 0.0 0.0 -0.11
N 2.106 -1.009 -1.065 0.0 0.0 0.0 -0.04
H -1.268 -2.947 3.222 0.0 0.0 0.0 0.13
H -1.420 -2.772 1.514 0.0 0.0 0.0 0.07
H 2.691 -2.725 5.314 0.0 0.0 0.0 0.12
H 4.131 -2.466 4.363 0.0 0.0 0.0 0.12
H 4.824 -2.268 0.426 0.0 0.0 0.0 0.12
H 5.782 -1.817 -1.849 0.0 0.0 0.0 0.12
H 4.294 -0.794 -3.583 0.0 0.0 0.0 0.12
H 1.957 -0.258 -2.978 0.0 0.0 0.0 0.09
C -2.926 2.503 7.236 0.0 0.0 0.0 -0.03
C -2.631 1.963 5.870 0.0 0.0 0.0 -0.23
C -1.340 2.017 5.351 0.0 0.0 0.0 0.01
C -1.028 1.510 4.103 0.0 0.0 0.0 -0.16
C 0.391 1.602 3.620 0.0 0.0 0.0 -0.02
C -2.072 0.923 3.343 0.0 0.0 0.0 -0.10
C -1.853 0.376 2.043 0.0 0.1 0.0 -0.14
O -0.771 0.431 1.424 -0.1 -0.1 -0.1 -0.27
C -3.392 0.855 3.858 0.0 0.0 0.0 -0.18
C -4.534 0.245 3.085 0.0 0.0 0.0 -0.03
C -3.642 1.380 5.110 0.0 0.0 0.0 0.01
H -2.200 3.257 7.533 0.0 0.0 0.0 0.08
H -2.886 1.695 7.971 0.0 0.0 0.0 0.10
H -3.924 2.936 7.283 0.0 0.0 0.0 0.09
H -0.555 2.474 5.941 0.0 0.0 0.0 0.12
H 1.010 2.068 4.384 0.0 0.0 0.0 0.09
H 0.464 2.183 2.700 0.0 0.0 0.0 0.06
H 0.799 0.614 3.394 0.0 0.0 0.0 0.07
H -2.687 -0.117 1.541 0.0 0.0 0.0 0.11
H -4.363 -0.808 2.855 0.0 0.0 0.0 0.09
H -4.709 0.767 2.143 0.0 0.0 0.0 0.10
H -5.449 0.306 3.669 0.0 0.0 0.0 0.08
H -4.649 1.342 5.509 0.0 0.0 0.0 0.12
I 1.052 2.178 -0.553 0.1 0.0 0.0 0.24
C 2.433 2.685 -7.666 0.0 0.0 0.0 -0.04
C 1.640 1.855 -6.699 0.0 0.0 0.0 -0.25
C 1.340 0.524 -6.976 0.0 0.0 0.0 -0.03
C 0.597 -0.240 -6.089 0.0 0.0 0.0 -0.07
C 0.134 0.348 -4.921 0.0 0.0 0.0 -0.42
C 0.425 1.671 -4.612 0.0 0.0 0.0 -0.07
C 1.182 2.410 -5.503 0.0 0.0 0.0 -0.01
S -0.825 -0.650 -3.811 -0.1 0.0 -0.1 1.05
C -2.470 -0.108 -4.242 0.1 0.0 0.0 -0.18
O -0.588 0.060 -2.459 0.1 0.0 0.1 -0.74
H 2.933 2.066 -8.408 0.0 0.0 0.0 0.08
H 3.186 3.280 -7.148 0.0 0.0 0.0 0.09
H 1.778 3.379 -8.196 0.0 0.0 0.0 0.09
H 1.702 0.074 -7.892 0.0 0.0 0.0 0.12
H 0.386 -1.282 -6.302 0.0 0.0 0.0 0.12
H 0.092 2.100 -3.675 0.0 0.0 0.0 0.08
H 1.424 3.439 -5.265 0.0 0.0 0.0 0.13
H -2.514 0.974 -4.132 0.0 0.0 0.0 0.08
H -3.148 -0.628 -3.570 0.0 0.0 0.0 0.05
H -2.646 -0.403 -5.276 0.0 0.0 0.0 0.08
```
Positions in Å, forces in eV/Å.

Properties
* net charge: +1
* HOMO level: -11.13 eV
* F_max: 0.161 eV/A
* energy above the lowest of the compared OMol25 structures with the same formula, charge and spin: 2.27 kJ/mol
* total energy: -2930.0213 hartree


ORCA calculation (ωB97M-V/def2-TZVPD) on a molecular structure, C26H30N3O7PbSb.

Geometry as XYZ:
```
68
Properties=species:S:1:pos:R:3:forces:R:3:nbo_charge:R:1
Pb -0.773 -0.063 1.267 -0.2 -0.4 0.0 1.62
C -0.229 0.687 5.287 0.0 0.0 0.0 -0.67
C 0.418 -0.116 4.181 0.1 -0.2 0.1 0.41
O -0.373 -0.930 3.538 0.0 0.4 -0.1 -0.89
C 1.732 0.075 3.868 0.0 0.0 -0.1 -0.53
C 2.312 -0.612 2.702 0.0 0.0 0.1 0.25
C 2.325 -2.119 2.707 0.0 0.0 0.0 -0.65
N 2.831 -0.048 1.676 -0.1 0.2 0.0 -0.30
N 2.923 1.341 1.659 0.1 -0.1 0.1 -0.41
C 1.862 2.027 1.430 -0.1 0.2 -0.1 0.53
O 0.628 1.647 1.293 0.0 0.0 -0.1 -0.95
C 2.067 3.512 1.242 0.0 -0.1 0.1 0.01
C 0.979 4.312 0.911 0.0 0.0 0.0 -0.22
C 1.138 5.679 0.721 0.0 0.0 0.0 -0.21
C 2.386 6.265 0.873 0.0 0.0 0.0 -0.25
C 3.477 5.470 1.211 0.0 0.0 0.0 -0.24
C 3.320 4.104 1.386 0.0 0.0 0.0 -0.20
H -0.886 0.035 5.866 0.0 0.0 0.0 0.20
H -0.853 1.468 4.844 0.0 0.0 0.0 0.23
H 0.509 1.148 5.945 0.0 0.0 0.0 0.19
H 2.292 0.882 4.325 0.0 0.0 0.0 0.21
H 3.003 -2.479 3.488 0.0 0.0 0.0 0.19
H 2.656 -2.497 1.740 0.0 0.0 0.0 0.21
H 1.325 -2.488 2.937 0.0 0.0 0.0 0.24
H 0.011 3.841 0.804 0.0 0.0 0.0 0.24
H 0.280 6.287 0.457 0.0 0.0 0.0 0.20
H 2.512 7.332 0.723 0.0 0.0 0.0 0.19
H 4.455 5.921 1.342 0.0 0.0 0.0 0.19
H 4.157 3.465 1.634 0.0 0.0 0.0 0.23
O -4.091 2.927 1.902 0.1 0.0 0.0 -0.70
C -3.140 2.238 1.527 0.0 0.1 0.0 0.75
O -2.576 1.286 2.152 0.2 -0.1 -0.1 -0.83
C -2.560 2.562 0.148 0.0 -0.1 0.0 0.11
C -2.774 3.794 -0.454 0.0 0.0 0.0 -0.24
C -2.172 4.039 -1.677 0.0 0.0 0.0 -0.19
C -1.420 3.041 -2.278 0.0 0.0 0.0 -0.23
C -1.286 1.822 -1.629 -0.1 0.0 0.0 0.12
N -1.839 1.609 -0.435 0.2 0.2 -0.1 -0.49
C -0.535 0.660 -2.298 0.0 -0.1 0.1 0.75
O -0.206 0.832 -3.480 0.0 0.0 0.0 -0.73
O -0.365 -0.361 -1.578 0.1 0.2 0.0 -0.80
H -3.394 4.518 0.055 0.0 0.0 0.0 0.23
H -2.283 5.004 -2.160 0.0 0.0 0.0 0.20
H -0.932 3.168 -3.234 0.0 0.0 0.0 0.24
O -3.305 -3.215 0.842 0.1 0.0 0.0 -0.51
C -3.715 -3.104 -0.204 -0.4 -0.1 0.2 0.49
C -2.644 -5.565 -2.755 0.1 0.0 0.0 -0.62
C -1.338 -5.183 -2.054 -0.2 0.0 0.0 -0.79
Sb -1.107 -2.995 -1.952 0.1 0.0 -0.1 1.10
C -0.121 -2.907 -3.866 0.0 0.1 -0.1 -0.75
C -0.918 -2.105 -4.895 0.0 0.0 0.0 -0.63
C 0.641 -3.113 -0.704 0.1 0.0 0.0 -0.75
C 1.664 -4.167 -1.119 0.0 0.1 0.0 -0.62
H -2.772 -6.650 -2.849 0.0 0.0 0.0 0.18
H -2.685 -5.143 -3.764 0.0 0.0 0.0 0.19
H -3.510 -5.176 -2.215 0.0 0.0 0.0 0.20
H -0.484 -5.621 -2.575 0.0 0.0 0.0 0.20
H -1.330 -5.568 -1.029 0.0 0.0 0.0 0.20
H 0.029 -3.938 -4.199 0.1 0.0 0.0 0.19
H 0.854 -2.443 -3.703 0.0 0.0 0.0 0.23
H -1.964 -2.427 -4.936 0.0 0.0 0.0 0.18
H -0.498 -2.214 -5.901 0.0 0.0 0.0 0.18
H -0.901 -1.047 -4.635 0.0 0.0 0.0 0.26
H 0.306 -3.281 0.323 0.0 0.0 0.0 0.21
H 1.079 -2.115 -0.745 0.0 0.0 0.0 0.25
H 1.273 -5.181 -1.013 0.0 0.0 0.0 0.19
H 2.568 -4.093 -0.508 0.0 0.0 0.0 0.20
H 1.967 -4.033 -2.161 0.0 0.0 0.0 0.20
```
Positions in Å, forces in eV/Å.

Properties
* net charge: -2
* HOMO level: -1.88 eV
* F_max: 0.485 eV/A
* energy above the lowest of the compared OMol25 structures with the same formula, charge and spin: 84.18 kJ/mol
* total energy: -2132.8998 hartree


What is the total energy in the second record?
-2683.8946 hartree


Which value of total energy does entry 3 give?
-2930.0213 hartree